Record 1
Density functional theory data (ωB97M-V/def2-TZVPD) for C8H5Cl2NO3S as an isolated structure in a non-equilibrium geometry.

Computed properties:
Energy relative to the best compared isomer or geometry (same formula, charge and spin): 0.0 kcal per mole
LUMO energy: -0.27 eV
Energy: -1906.82035 Ha
HOMO level: -9.57 eV
Gap between HOMO and LUMO: 9.300 eV

CARTESIAN COORDINATES (ANGSTROEM)
C 0.09141 2.74965 0.50471
C -2.57768 -0.01393 -0.22081
C -1.52361 0.79087 -0.10232
C -2.29134 -1.44846 -0.31941
C 2.00108 0.03172 0.89695
C 2.10742 0.37499 -0.59402
C -0.77445 -1.67317 -0.40065
C 0.02299 -0.40463 -0.11873
N 1.16178 2.98248 0.84370
O -3.09699 -2.33585 -0.35581
O 0.62476 -0.28764 1.08522
O 0.85799 -0.05838 -1.13165
S -1.50314 2.49880 0.01836
Cl -4.23228 0.47798 -0.24845
Cl -0.30680 -2.97138 0.71837
H 2.59542 -0.84707 1.16567
H 2.25377 0.87360 1.54314
H 2.22645 1.44826 -0.76539
H 2.89733 -0.17462 -1.10665
H -0.53411 -2.01324 -1.41224

Record 2
Density functional theory data (ωB97M-V/def2-TZVPD) for one molecule with the formula Cl3H3Si3 in a non-equilibrium geometry.

Computed properties:
Energy relative to the best compared isomer or geometry (same formula, charge and spin): 4.1 kcal per mole
LUMO energy: -1.07 eV
Energy: -2250.90996 Ha
HOMO level: -9.14 eV
Gap between HOMO and LUMO: 8.072 eV
SMILES: Cl[Si@H]1[Si@@H](Cl)[Si@H]1Cl

CARTESIAN COORDINATES (ANGSTROEM)
Cl -1.16052 -2.72258 -0.91996
Si 0.21019 -1.31750 -0.34258
Si -0.05768 0.36986 1.29964
Cl -1.54724 0.80781 2.60678
Si 0.14315 0.98595 -0.99018
Cl -1.55710 1.62744 -1.95242
H 1.45161 -2.11162 -0.32557
H 1.36095 0.57534 2.32778
H 1.15664 1.78529 -1.70348

Record 3
Density functional theory data (ωB97M-V/def2-TZVPD) for a 2-piece molecular cluster, C6H12O overall.

Computed properties:
Energy relative to the best compared isomer or geometry (same formula, charge and spin): 115.1 kcal per mole
LUMO energy: -0.12 eV
Energy: -310.87591 Ha
HOMO level: -8.71 eV
Gap between HOMO and LUMO: 8.595 eV

CARTESIAN COORDINATES (ANGSTROEM)
C -1.12757 -0.94887 -2.28410
C -0.76668 -0.33709 -0.92225
O -1.48850 0.89277 -0.82707
C -0.84422 -1.32400 0.17078
C 1.12180 -0.72199 1.86929
C 0.82429 0.57732 1.76169
C 1.43968 1.51687 0.76602
H -0.54767 -1.85520 -2.46794
H -0.90845 -0.21096 -3.06136
H -2.19447 -1.18404 -2.33278
H 0.31840 -0.12791 -0.96363
H -1.60306 1.08946 0.11084
H -1.52942 -0.93305 0.95347
H 1.87533 -1.18718 1.23752
H 0.67241 -1.35136 2.63208
H 0.09632 1.00979 2.45041
H 2.23547 1.02473 0.19730
H 1.86724 2.39402 1.26495
H 0.68475 1.88063 0.05683

Record 4
Density functional theory data (ωB97M-V/def2-TZVPD) for C19H36NOsSb3 as an isolated structure in a non-equilibrium geometry.

Computed properties:
Energy relative to the best compared isomer or geometry (same formula, charge and spin): 8.2 kcal per mole
LUMO energy (alpha / beta): -13.23 / -15.34 eV
Energy: -1609.96951 Ha
HOMO level (alpha / beta): -19.93 / -20.89 eV
Gap between HOMO and LUMO (alpha / beta): 6.703 / 5.548 eV
<S²>: 6.037
Charge: +4
Multiplicity: 5

CARTESIAN COORDINATES (ANGSTROEM)
Os -0.57142 0.20640 -0.18479
C 0.20451 2.87876 2.65511
Sb -0.51352 0.92195 2.37320
C -1.64432 0.48159 4.09627
C 1.26997 -0.33124 2.50410
C 2.58882 0.39786 2.60710
C 3.01562 0.88182 3.81453
C 4.28246 1.56324 3.98759
C 5.12759 1.77656 2.90238
C 4.73055 1.28276 1.69016
C 3.48315 0.53508 1.51078
C 3.28933 -0.10271 0.20061
Sb 1.85646 0.85661 -1.15312
C 2.48232 2.86485 -1.21787
C 2.45497 0.03422 -2.99417
H 0.83685 2.90189 3.54168
H -0.64809 3.53859 2.81378
H 0.76143 3.21082 1.78209
H -1.11314 0.95057 4.92374
H -1.70368 -0.59649 4.22553
H -2.63862 0.91102 3.99626
H 1.29675 -1.03205 1.66187
H 1.08928 -0.96374 3.37622
H 2.41594 0.72709 4.70510
H 4.54349 1.90021 4.98436
H 6.06952 2.29929 2.99922
H 5.36956 1.41765 0.82498
H 2.91518 -1.12507 0.29010
H 4.21591 -0.11986 -0.37412
H 3.51792 2.86031 -1.55754
H 2.40219 3.33535 -0.24069
H 1.87156 3.40747 -1.93788
H 3.51846 0.23964 -3.11378
H 1.89459 0.53395 -3.78298
H 2.26951 -1.03680 -3.01352
C -1.61360 -4.35421 -2.34528
C -2.73280 -3.74758 -1.50299
Sb -2.44664 -1.65464 -1.23704
C -2.56557 -0.93959 -3.26843
C -1.25158 -0.63986 -3.96918
C -4.27249 -1.03836 -0.04922
C -5.42156 -1.62980 -0.82268
H -1.84297 -5.40686 -2.51472
H -0.64901 -4.30838 -1.84045
H -1.53203 -3.88312 -3.32546
H -2.83322 -4.18542 -0.51077
H -3.70626 -3.77293 -1.99756
H -3.21737 -0.06618 -3.19558
H -3.11244 -1.75531 -3.74610
H -0.67174 0.12690 -3.44984
H -1.46344 -0.26772 -4.97240
H -0.63437 -1.53195 -4.07513
H -4.20197 0.04675 -0.04932
H -4.08978 -1.45323 0.93872
H -5.50106 -1.28471 -1.85463
H -6.31898 -1.24626 -0.30725
H -5.46889 -2.71493 -0.77467
N -1.81633 2.74017 -1.36216
C -1.32915 1.80132 -0.89836
H -2.24781 3.55827 -1.76579

Record 5
Density functional theory data (ωB97M-V/def2-TZVPD) for a 18-piece molecular cluster, ClH34O21 overall in a non-equilibrium geometry.

Computed properties:
Energy relative to the best compared isomer or geometry (same formula, charge and spin): 0.0 kcal per mole
LUMO energy: 2.44 eV
Energy: -2060.47276 Ha
HOMO level: -7.77 eV
Gap between HOMO and LUMO: 10.201 eV
Charge: -1

CARTESIAN COORDINATES (ANGSTROEM)
Cl 0.10314 -0.16480 0.13100
O -1.37586 -0.03280 0.06100
O 0.38814 -1.34880 1.00800
O 0.63414 -0.41280 -1.26400
O 0.76614 1.07220 0.65600
O -1.05086 2.74620 -1.32600
H -1.21786 1.91820 -1.71900
H -1.19986 2.63220 -0.40500
O -2.83686 2.50320 0.76700
H -3.05086 1.87020 1.46700
H -3.51286 3.18620 0.85100
O 2.42614 -3.79180 1.85900
H 3.09414 -3.24680 1.42300
H 1.68214 -3.79080 1.25500
O -1.90986 -2.70780 1.42400
H -1.11686 -2.22580 1.19400
H -2.62786 -2.45480 0.82900
O -1.19686 0.53320 -3.30300
H -1.62086 -0.35880 -3.30300
H -0.29086 0.37720 -3.03900
O 0.12814 1.21520 3.18300
H 0.44614 0.39020 3.45100
H 0.11014 1.20620 2.23700
O 1.78014 3.89820 0.71800
H 1.40814 3.49520 1.50500
H 1.02714 4.26320 0.26800
O 2.45614 -0.70880 2.57600
H 2.87114 -1.11680 3.37200
H 1.65714 -1.06880 2.24400
O -0.17186 -1.51080 3.89100
H 0.66914 -1.71080 4.24100
H -0.52486 -2.35980 3.69200
O -4.13686 0.87620 -1.14200
H -4.11186 1.31120 -1.96800
H -3.41386 1.08520 -0.62800
O 1.59714 2.45520 -1.88200
H 2.08514 2.64820 -1.08100
H 0.71314 2.44520 -1.48200
O -3.63386 -1.85380 -0.54900
H -3.64186 -2.57480 -1.21400
H -3.34286 -1.04080 -0.97500
O 2.59314 -2.17280 -1.28300
H 2.17914 -2.97680 -1.54600
H 1.90314 -1.54580 -1.39300
O 3.87714 1.29820 -0.11900
H 4.55914 1.34520 0.51700
H 3.10714 0.95820 0.36600
O 0.45014 -1.73080 -4.39000
H 0.83014 -0.96780 -3.93500
H 1.08214 -2.42180 -4.06000
O 2.02814 0.22420 -3.58000
H 2.07914 0.87520 -2.86600
H 2.90014 -0.17380 -3.42300
O -2.83886 0.13420 2.18500
H -2.29686 -0.27780 1.50300
H -2.50986 -0.21480 3.00100

Record 6
Density functional theory data (ωB97M-V/def2-TZVPD) for an isolated ion of composition H4NO2SSi and charge -1 in a non-equilibrium geometry.

Computed properties:
Energy relative to the best compared isomer or geometry (same formula, charge and spin): 28.3 kcal per mole
LUMO energy: 4.02 eV
Energy: -895.32845 Ha
HOMO level: -4.04 eV
Gap between HOMO and LUMO: 8.059 eV
Charge: -1

CARTESIAN COORDINATES (ANGSTROEM)
N -0.42981 -0.15510 -1.23764
O -0.29597 0.96082 0.96197
O 0.60829 2.23975 -1.08499
Si -0.05695 -0.72199 0.74323
S -0.51593 1.37376 -0.62242
H 0.24808 -0.53722 -1.83630
H -1.46382 -1.35191 0.68535
H 1.45453 -1.01414 0.14777
H 0.45157 -0.79397 2.24303

Record 7
Density functional theory data (ωB97M-V/def2-TZVPD) for ClFMg2 as an isolated structure in a non-equilibrium geometry.

Computed properties:
Energy relative to the best compared isomer or geometry (same formula, charge and spin): 6.8 kcal per mole
LUMO energy: -12.65 eV
Energy: -959.61458 Ha
HOMO level: -19.40 eV
Gap between HOMO and LUMO: 6.745 eV
Charge: +2

CARTESIAN COORDINATES (ANGSTROEM)
Mg -5.70380 -14.09393 -1.54058
Mg -2.38479 -14.06651 0.77614
F -2.38401 -14.95510 2.28230
Cl -4.42551 -14.91376 0.12236

Record 8
Density functional theory data (ωB97M-V/def2-TZVPD) for one molecule with the formula C6H14 in a non-equilibrium geometry.

Computed properties:
Energy relative to the best compared isomer or geometry (same formula, charge and spin): 21.0 kcal per mole
LUMO energy: 1.17 eV
Energy: -236.97797 Ha
HOMO level: -10.14 eV
Gap between HOMO and LUMO: 11.306 eV
SMILES: CCC(C)CC

CARTESIAN COORDINATES (ANGSTROEM)
C 2.58348 0.02464 -0.35963
C 1.28912 -0.70566 0.02475
C -0.05622 0.03310 0.22225
C -0.08493 1.47076 -0.24554
C -1.22708 -0.84697 -0.20093
C -2.53111 -0.31864 0.37538
H 2.88345 0.65803 0.48072
H 3.38972 -0.70412 -0.51127
H 2.56474 0.65676 -1.25768
H 1.20434 -1.69617 -0.44752
H 1.30837 -0.86504 1.08823
H -0.16288 0.11830 1.34844
H -0.91943 1.96315 0.25756
H 0.83916 1.96864 0.06921
H -0.18655 1.58367 -1.32937
H -1.03975 -1.86186 0.18201
H -1.28746 -0.94386 -1.29524
H -2.81878 0.62455 -0.10081
H -3.34659 -1.03436 0.25076
H -2.40161 -0.12492 1.44867